No. 1
3 unconnected molecules or ions with the total composition C4H15NO2S. Source: the OMol25 dataset; level of theory: ωB97M-V/def2-TZVPD.

SMILES ... NCCCCS.O.O
E_tot ... -764.7853 hartree
ΔE to the lowest compared entry with this formula, charge and spin ... 1.007 eV
Total charge ... 0
E_HOMO ... -8.976 eV

XYZ file:
```
23
Properties=species:S:1:pos:R:3:forces:R:3:mulliken_charge:R:1
N 0.1146 1.4656 1.0550 -0.23 0.66 0.24 -0.4860
C 1.1683 0.7858 0.3237 -0.36 -0.24 -0.42 -0.4490
C 1.6119 -0.5833 0.8911 0.20 1.39 -0.27 -0.3225
C 0.7899 -1.8373 0.6666 -1.03 -0.24 -0.27 -0.5451
C -0.6175 -1.6869 0.0163 1.23 -0.16 -0.77 -0.1828
S -0.8240 -2.2639 -1.7261 -0.24 -0.39 -0.03 -0.2469
H 0.4078 1.7815 1.9647 0.20 -0.05 0.21 0.1818
H -0.7706 0.9907 1.1722 0.24 -0.35 -0.18 0.4119
H 0.8460 0.7797 -0.7242 0.25 -0.42 0.08 -0.1429
H 2.0564 1.4212 0.3650 -0.11 0.08 -0.05 0.4406
H 2.6100 -0.7593 0.4725 0.02 0.04 0.51 0.3244
H 1.6561 -0.2845 1.9469 0.47 -0.77 0.04 0.1947
H 0.6271 -2.3376 1.6244 0.15 -0.05 -0.07 0.2878
H 1.3512 -2.5107 0.0329 0.14 -0.31 0.00 0.3340
H -0.9554 -0.6589 0.0923 -0.58 -0.29 0.23 -0.1624
H -1.2560 -2.4594 0.4379 -0.43 0.59 0.42 0.3123
H -0.1121 -1.4853 -2.5511 0.28 0.42 0.47 0.1138
O -2.7881 1.8411 1.0011 0.00 -0.14 0.88 -0.6902
H -3.0884 1.8051 0.0939 0.27 0.39 -0.23 0.3113
H -2.0530 2.4661 1.1177 -0.44 -0.18 -0.72 0.3433
O -0.1497 1.0099 -3.0594 0.81 -0.09 -0.79 -0.6312
H 0.3386 1.7020 -2.6036 -0.39 -0.02 0.17 0.2914
H -0.9630 0.8183 -2.6097 -0.46 0.14 0.55 0.3117
```
Positions in Å, forces in eV/Å.

No. 2
3 unconnected molecules or ions with the total composition C37H26O6S. Source: the OMol25 dataset; level of theory: ωB97M-V/def2-TZVPD.

SMILES ... O=C1c2ccccc2C(=O)c2ccccc21.O=C1c2ccccc2C(=O)c2ccccc21.CCSCC1=CC(=O)C=CC1=O
E_tot ... -2274.9311 hartree
Total charge ... 0
E_HOMO ... -9.028 eV

XYZ file:
```
70
Properties=species:S:1:pos:R:3:forces:R:3:mulliken_charge:R:1
O 3.9078 0.0842 4.2386 -0.13 0.29 -0.60 -0.6873
C 3.5696 0.6307 3.1959 0.26 -0.63 1.26 0.4336
C 4.5864 1.0906 2.2281 0.64 0.06 -0.19 0.2762
C 5.9451 0.8804 2.4973 0.22 0.07 -0.23 -0.6000
C 6.9097 1.2760 1.5696 -0.32 -0.07 0.17 -0.4612
C 6.5224 1.8795 0.3734 -0.38 0.02 0.04 -0.4833
C 5.1703 2.1058 0.1112 0.35 -0.05 0.04 -0.5094
C 4.2007 1.7162 1.0432 0.65 0.00 -0.17 0.1577
C 2.7741 1.9757 0.7653 -0.58 0.70 -1.19 0.3580
O 2.4390 2.5745 -0.2503 0.26 -0.34 0.56 -0.7186
C 1.7568 1.4986 1.7229 -0.60 -0.06 0.12 0.6453
C 0.3982 1.7077 1.4512 -0.16 -0.10 0.09 -1.1649
C -0.5720 1.2305 2.3338 0.32 0.06 -0.12 -0.5165
C -0.1900 0.5447 3.4865 0.37 0.03 0.00 -0.4168
C 1.1640 0.3479 3.7664 -0.32 0.07 -0.03 -0.6467
C 2.1401 0.8308 2.8850 -0.56 -0.13 0.20 0.5418
H 6.2546 0.4049 3.4264 -0.26 0.09 -0.18 0.4649
H 7.9641 1.1080 1.7780 -0.20 0.02 -0.02 0.3958
H 7.2735 2.1764 -0.3553 -0.15 -0.04 0.13 0.3925
H 4.8757 2.5822 -0.8224 -0.11 -0.12 0.30 0.4519
H 0.0923 2.2379 0.5509 0.19 -0.11 0.20 0.7761
H -1.6264 1.3903 2.1193 0.22 -0.01 -0.01 0.4755
H -0.9464 0.1644 4.1696 0.18 0.03 -0.15 0.3852
H 1.4539 -0.1857 4.6701 0.10 0.16 -0.27 0.4372
O -1.0195 -2.6811 2.7842 0.19 -0.59 -0.22 -0.6487
C -0.6490 -3.7600 2.3382 -0.40 1.26 0.51 0.3652
C -1.5527 -4.9283 2.3586 -0.58 -0.26 0.14 0.2215
C -2.8488 -4.7935 2.8730 -0.19 -0.26 -0.02 -0.4740
C -3.7219 -5.8822 2.8591 0.30 0.22 -0.05 -0.4932
C -3.3058 -7.1046 2.3322 0.37 0.08 -0.10 -0.4570
C -2.0090 -7.2458 1.8354 -0.32 0.01 0.12 -0.5615
C -1.1287 -6.1571 1.8544 -0.60 -0.21 0.12 0.1690
C 0.2468 -6.3207 1.3432 0.52 -1.34 -0.51 0.6274
O 0.6366 -7.4144 0.9509 -0.26 0.68 0.24 -0.6828
C 1.1434 -5.1485 1.3044 0.57 0.23 -0.15 0.4307
C 2.4387 -5.2844 0.7878 0.18 0.25 -0.02 -0.7075
C 3.2818 -4.1745 0.7158 -0.30 -0.21 0.07 -0.6055
C 2.8356 -2.9292 1.1576 -0.39 -0.08 0.15 -0.3452
C 1.5500 -2.7947 1.6862 0.30 -0.01 -0.13 -0.1981
C 0.7035 -3.9084 1.7648 0.58 0.28 -0.19 -0.1544
H -3.1824 -3.8409 3.2808 0.24 -0.16 -0.16 0.4461
H -4.7295 -5.7747 3.2547 0.19 0.00 -0.07 0.3964
H -3.9904 -7.9496 2.3097 0.15 0.15 0.00 0.3917
H -1.6895 -8.2045 1.4303 0.09 0.31 0.08 0.4479
H 2.7923 -6.2523 0.4364 -0.26 0.17 0.12 0.4542
H 4.2858 -4.2810 0.3107 -0.19 0.00 0.07 0.3875
H 3.4893 -2.0621 1.0926 -0.12 -0.13 0.03 0.5017
H 1.2104 -1.8196 2.0318 -0.07 -0.29 -0.02 0.5061
C -3.1517 6.2265 -4.9217 0.40 0.97 -0.17 -0.7093
C -4.0771 5.2280 -5.8353 1.90 0.31 -1.02 -0.3964
S -5.6786 4.6740 -5.0345 0.48 -0.70 -0.06 -0.1025
C -5.4285 2.9341 -4.2857 1.68 -0.83 0.21 -0.7234
C -3.9100 2.9587 -3.6372 0.22 1.45 3.96 0.4699
C -3.7432 3.5878 -2.2654 1.50 -2.08 -4.21 -0.4626
C -2.1642 3.6144 -1.7143 0.55 -0.57 4.13 0.3195
O -1.8377 3.3820 -0.4271 -1.98 1.63 -8.15 -0.5357
C -1.0393 3.9785 -2.8973 -1.29 -2.16 -3.40 -0.2786
C -1.2086 3.3545 -4.2709 -0.81 1.38 4.61 -0.2197
C -2.5550 2.3741 -4.4246 0.26 -3.36 -2.53 0.2963
O -2.5449 1.2425 -5.1424 -0.27 7.19 4.41 -0.5585
H -1.9940 6.1631 -5.1895 -2.54 -0.08 0.36 0.2064
H -3.2249 6.0578 -3.7661 -0.11 0.20 -2.31 0.1718
H -3.4681 7.3412 -5.1817 0.59 -2.33 0.80 0.3181
H -4.3560 5.8442 -6.8189 0.31 -1.53 2.22 0.3515
H -3.3990 4.3348 -6.2204 -1.68 1.62 0.88 0.1869
H -6.2393 2.7486 -3.4483 1.77 0.69 -1.72 0.3620
H -5.5335 2.0783 -5.0839 0.36 1.82 1.52 0.3157
H -4.6482 4.0456 -1.6805 2.06 -1.13 -1.07 0.2835
H -0.1687 4.7165 -2.6346 -1.78 -1.78 -0.46 0.3514
H -0.4799 3.5753 -5.1669 -1.63 -0.75 2.02 0.3494
```
Positions in Å, forces in eV/Å.

No. 3
A single C3H5NO molecule. Source: the OMol25 dataset; level of theory: ωB97M-V/def2-TZVPD.

SMILES ... NC=C=CO
E_tot ... -247.1547 hartree
ΔE to the lowest compared entry with this formula, charge and spin ... 4.150 eV
Total charge ... 0
E_HOMO ... -7.909 eV

XYZ file:
```
10
Properties=species:S:1:pos:R:3:forces:R:3:mulliken_charge:R:1
N 2.1079 -0.5657 -0.2000 0.28 0.04 -0.30 -0.4197
C 1.1877 0.4271 -0.0786 -1.56 0.16 2.87 -0.3985
C -0.1299 0.2748 -0.0427 -0.86 -0.60 -1.89 0.2954
C -1.4254 0.3685 -0.2333 0.10 -0.30 -0.09 -0.2339
O -2.3374 -0.0363 0.7272 -0.02 0.05 0.05 -0.4710
H 3.0382 -0.4039 0.1445 -0.13 -0.15 -0.28 0.2244
H 1.8169 -1.5028 -0.4459 0.20 0.20 0.19 0.1942
H 0.7830 0.8611 0.9947 1.86 0.37 -0.67 0.1818
H -1.8337 0.6821 -1.1894 0.04 0.18 0.11 0.2960
H -3.2076 -0.1048 0.3235 0.09 0.05 0.01 0.3314
```
Positions in Å, forces in eV/Å.

No. 4
A single C4H9NO2 molecule. Source: the OMol25 dataset; level of theory: ωB97M-V/def2-TZVPD.

SMILES ... C[C@@H](CO)NC=O
E_tot ... -363.0563 hartree
ΔE to the lowest compared entry with this formula, charge and spin ... 0.796 eV
Total charge ... 0
E_HOMO ... -9.997 eV

XYZ file:
```
16
Properties=species:S:1:pos:R:3:forces:R:3:mulliken_charge:R:1
C 0.6448 0.1388 1.7346 0.03 0.03 0.03 -1.6159
C -0.1035 0.2001 0.4068 -0.07 0.12 0.02 0.2705
C 0.5049 1.2483 -0.5275 0.24 -0.02 0.33 -0.4893
O -0.2464 1.5002 -1.6841 -0.14 -0.05 -0.11 -0.5448
N -0.1111 -1.1359 -0.1983 -0.05 -0.05 -0.08 -0.0815
C -1.0165 -1.5305 -1.1178 -0.09 0.06 -0.03 0.0299
O -1.8664 -0.8056 -1.6162 0.29 -0.24 0.20 -0.6242
H 0.1678 -0.5636 2.4255 0.06 0.08 -0.12 0.3960
H 0.6534 1.1258 2.2064 0.00 -0.16 -0.07 0.3909
H 1.6882 -0.1721 1.5888 -0.17 0.06 -0.01 0.3908
H -1.1527 0.4706 0.5866 0.14 -0.03 -0.04 0.3212
H 0.6012 2.1892 0.0349 0.00 -0.15 -0.08 0.2865
H 1.5246 0.9184 -0.7926 -0.14 0.06 0.01 0.2303
H -0.9395 0.8234 -1.7709 0.04 0.07 -0.03 0.4038
H 0.5766 -1.8090 0.1086 -0.13 0.09 -0.04 0.2608
H -0.9253 -2.5984 -1.3846 -0.02 0.14 0.01 0.3750
```
Positions in Å, forces in eV/Å.

No. 5
2 unconnected molecules or ions with the total composition C11H9ClN2O. Source: the OMol25 dataset; level of theory: ωB97M-V/def2-TZVPD.

E_tot ... -1069.3899 hartree
ΔE to the lowest compared entry with this formula, charge and spin ... 3.504 eV
Total charge ... 0
E_HOMO ... -8.230 eV

XYZ file:
```
24
Properties=species:S:1:pos:R:3:forces:R:3:mulliken_charge:R:1
C 1.4517 2.0524 2.2660 -0.45 0.65 0.45 -0.2093
C 0.1642 1.4248 2.2769 3.13 1.78 -1.29 -0.7186
C 2.0302 2.2932 1.0386 2.29 1.94 0.63 -0.5120
C -0.4734 1.1321 1.1059 0.38 -0.84 -1.28 -0.2484
C 1.3922 2.0000 -0.1316 -1.71 -1.51 -0.97 -0.3424
C -1.1175 -3.3586 0.2458 -0.31 -0.28 0.24 -0.2887
C -0.1001 -2.7369 -0.4249 -0.20 -0.76 0.47 -0.3889
C -2.0279 -1.8381 -0.9729 -0.54 0.81 -0.44 -0.0259
C 0.1156 1.4037 -0.1778 0.79 1.85 4.77 0.5548
C -0.5518 1.2103 -1.3761 -0.34 -3.84 -3.47 0.2287
C -0.0889 -0.7147 -1.9458 -0.56 2.96 1.52 -0.4293
N -2.2653 -2.7566 -0.0967 -3.06 0.01 0.14 -0.6832
N -0.7281 -1.7899 -1.2422 4.35 -0.08 0.57 0.2188
O -1.1171 1.7558 -2.2653 0.38 0.16 1.26 -0.4857
Cl 1.6760 -0.5401 -2.1052 -0.99 -1.10 0.11 -0.1462
H 2.0077 2.5074 3.1443 -1.16 -1.10 -0.82 0.2919
H -0.3113 1.3269 3.1765 -1.20 -0.70 2.12 0.4624
H 3.0051 2.9343 0.9982 -1.71 -1.62 0.00 0.2376
H -1.3296 0.5018 1.2306 -0.88 0.17 -0.47 0.3659
H 1.8321 1.9717 -1.0829 1.08 1.03 -1.02 0.4461
H -1.2733 -4.2109 0.9379 1.11 0.73 -0.55 0.3879
H 0.9369 -2.9841 -0.2894 0.27 0.58 -0.71 0.3302
H -2.6364 -1.0789 -1.4736 -0.40 -0.67 0.49 0.4116
H -0.5909 -0.5054 -2.8361 -0.29 -0.15 -1.75 0.5428
```
Positions in Å, forces in eV/Å.

No. 6
A single C5H13N molecule. Source: the OMol25 dataset; level of theory: ωB97M-V/def2-TZVPD.

SMILES ... CCN(C)CC
E_tot ... -252.9793 hartree
ΔE to the lowest compared entry with this formula, charge and spin ... 2.281 eV
Total charge ... 0
E_HOMO ... -8.102 eV

XYZ file:
```
19
Properties=species:S:1:pos:R:3:forces:R:3:mulliken_charge:R:1
C 1.1062 -1.5160 1.1079 -0.51 -0.91 -2.87 -1.1932
C -0.3095 -1.0604 0.6207 0.09 1.72 0.36 -0.4499
N -0.3438 0.3938 0.2656 -0.48 1.48 -0.82 0.0744
C -1.3701 1.2198 0.9073 -1.47 -1.52 2.53 -0.9575
C -0.2605 0.6786 -1.2198 -0.67 -2.63 0.48 -0.3829
C 1.1155 0.3617 -1.6899 2.27 -1.35 0.75 -1.2595
H 1.1038 -2.6294 1.2398 0.33 0.97 -0.18 0.3126
H 1.9354 -1.1241 0.4675 -0.75 -0.88 0.08 0.2889
H 1.3017 -1.0405 2.0022 0.13 0.80 2.24 0.3676
H -0.9107 -1.1549 1.5835 -0.03 -0.28 -1.73 0.3806
H -0.7276 -1.4711 -0.3429 0.37 -0.96 1.44 0.3408
H -2.1692 0.5455 1.4487 1.07 0.92 -1.26 0.2447
H -1.9307 1.8638 0.2313 0.23 -0.02 -0.11 0.3268
H -1.0613 1.8267 1.8126 0.39 -0.36 -1.22 0.2529
H -0.7036 1.6463 -1.5328 0.63 -0.53 0.54 0.4806
H -0.7277 -0.1512 -1.8370 -1.19 0.92 0.84 0.1567
H 1.3899 0.9287 -2.5388 0.14 0.11 -1.47 0.4101
H 1.3813 -0.7831 -1.7908 -0.95 2.22 -0.18 0.2373
H 1.8365 0.6854 -0.9596 0.39 0.30 0.57 0.3690
```
Positions in Å, forces in eV/Å.

Computed values of largest force on an atom (unit: eV Å⁻¹) for the preceding records, in sequence: 1.5; 8.5; 3.3; 0.4; 5.2; 3.3.